Record 1
Here is a molecular structure, C43H22Cl2F5N10O4Ti from the OMol25 dataset. Energies are from wB97M-V/def2-TZVPD.

Output
**Relative energy (zero: lowest compared OMol25 entry of this formula, charge and spin)**: 81.8 kJ/mol
**HOMO energy**: -4.465 eV
**2S+1**: 1
**Energy**: -4769.73873 a.u.
**Orbital gap**: 4.509 eV
**LUMO**: 0.044 eV
**Charge**: -1

Positions of all 87 atoms, in Å:
Ti (-0.022, -0.252, -0.394)
Cl (-2.830, 3.711, -5.344)
C (-1.693, 2.830, -4.379)
C (-2.179, 2.066, -3.326)
C (-1.294, 1.365, -2.520)
N (-1.616, 0.512, -1.430)
C (-2.857, 0.455, -0.912)
O (-3.850, 1.093, -1.262)
C (-2.959, -0.524, 0.219)
C (-4.144, -0.748, 0.886)
C (-4.160, -1.691, 1.904)
C (-2.993, -2.366, 2.216)
C (-1.834, -2.055, 1.527)
N (-1.816, -1.147, 0.547)
C (0.081, 1.422, -2.790)
C (0.558, 2.167, -3.855)
C (-0.334, 2.881, -4.641)
Cl (0.290, 3.826, -5.949)
N (0.834, 0.571, -1.974)
C (2.109, 0.179, -2.279)
O (2.946, 0.786, -2.912)
C (2.358, -1.224, -1.787)
C (3.576, -1.850, -1.944)
C (3.660, -3.203, -1.648)
C (2.529, -3.865, -1.196)
C (1.369, -3.141, -0.990)
N (1.279, -1.843, -1.286)
H (-3.240, 2.023, -3.153)
H (-5.025, -0.184, 0.613)
H (-5.074, -1.893, 2.446)
H (-2.964, -3.115, 2.995)
H (-0.890, -2.523, 1.772)
H (1.616, 2.217, -4.055)
H (4.415, -1.279, -2.313)
H (4.596, -3.736, -1.755)
H (2.560, -4.920, -0.954)
H (0.488, -3.607, -0.564)
F (1.227, 4.428, 3.417)
C (0.958, 3.432, 2.545)
C (1.988, 2.919, 1.781)
C (1.693, 1.916, 0.870)
C (0.397, 1.423, 0.735)
C (-0.612, 1.969, 1.527)
C (-0.341, 2.982, 2.437)
H (2.993, 3.297, 1.903)
H (2.504, 1.517, 0.269)
H (-1.638, 1.619, 1.447)
H (-1.118, 3.426, 3.046)
F (5.441, -3.344, 1.057)
C (4.386, -4.134, 1.332)
C (4.467, -5.465, 0.987)
F (5.629, -5.884, 0.455)
C (3.397, -6.374, 1.128)
C (2.255, -5.782, 1.704)
C (2.194, -4.454, 2.058)
F (1.022, -3.999, 2.565)
C (3.244, -3.560, 1.873)
C (3.069, -2.108, 2.063)
C (1.921, -1.542, 1.627)
N (0.881, -1.120, 1.262)
C (4.062, -1.220, 2.556)
N (4.840, -0.466, 2.953)
F (1.152, -6.519, 1.919)
C (3.460, -7.742, 0.716)
C (4.584, -8.297, 0.054)
N (5.472, -8.804, -0.485)
C (2.384, -8.649, 0.886)
N (1.544, -9.434, 1.005)
O (-6.128, 2.127, 0.130)
C (-5.896, 3.513, 0.049)
N (-4.472, 3.797, -0.006)
C (-3.944, 4.959, 0.447)
O (-4.617, 5.829, 0.978)
C (-2.464, 5.118, 0.252)
C (-1.761, 6.000, 1.062)
C (-0.396, 6.122, 0.878)
C (0.214, 5.358, -0.113)
N (-0.449, 4.534, -0.917)
C (-1.763, 4.437, -0.733)
H (-5.589, 1.683, -0.543)
H (-6.307, 3.982, 0.939)
H (-6.393, 3.941, -0.830)
H (-3.885, 3.085, -0.409)
H (-2.295, 6.563, 1.816)
H (0.198, 6.781, 1.497)
H (1.286, 5.412, -0.267)
H (-2.281, 3.789, -1.430)

***

Record 2
Here is a molecular structure, C43H24FN9Yb at a distorted geometry from the OMol25 dataset. Energies are from wB97M-V/def2-TZVPD.

Output
**Relative energy (zero: lowest compared OMol25 entry of this formula, charge and spin)**: 0.0 kJ/mol
**HOMO energy (spin up / spin down)**: -3.654 / -3.590 eV
**2S+1**: 2
**Energy**: -3404.60205 a.u.
**Orbital gap (spin up / spin down)**: 5.000 / 4.910 eV
**LUMO (spin up / spin down)**: 1.346 / 1.320 eV
**<S²>**: 1.132
**Charge**: -1

Positions of all 78 atoms, in Å:
Yb (13.415, 13.572, 8.080)
C (20.103, 12.647, 7.289)
C (19.722, 11.307, 7.057)
C (18.471, 10.802, 7.399)
C (17.540, 11.753, 7.921)
C (16.165, 11.662, 8.387)
N (15.435, 10.525, 8.452)
C (14.178, 10.346, 8.831)
C (13.699, 9.022, 9.241)
C (14.316, 7.785, 9.381)
C (13.688, 6.820, 10.188)
C (12.396, 7.045, 10.694)
C (11.729, 8.287, 10.452)
C (12.421, 9.270, 9.835)
C (12.235, 10.751, 9.780)
N (11.313, 11.399, 10.456)
C (11.355, 12.699, 10.851)
N (12.338, 13.567, 10.480)
C (12.164, 14.685, 11.320)
N (12.926, 15.740, 11.526)
C (14.128, 15.902, 11.050)
N (14.707, 15.291, 9.939)
C (16.033, 15.565, 10.007)
N (16.953, 14.923, 9.339)
C (16.818, 13.741, 8.799)
N (15.732, 12.904, 8.849)
C (17.947, 13.071, 8.191)
C (19.190, 13.532, 7.870)
C (16.333, 16.659, 10.952)
C (17.517, 17.307, 11.333)
C (17.403, 18.130, 12.474)
C (16.193, 18.393, 13.119)
C (15.033, 17.723, 12.730)
C (15.108, 16.847, 11.656)
C (10.853, 14.612, 11.999)
C (10.126, 15.614, 12.653)
C (8.857, 15.228, 13.113)
C (8.448, 13.880, 13.069)
C (9.242, 12.902, 12.448)
C (10.416, 13.296, 11.772)
N (13.252, 11.309, 9.052)
H (21.056, 12.987, 6.946)
H (20.367, 10.554, 6.631)
H (18.185, 9.751, 7.308)
H (15.304, 7.618, 8.942)
H (14.216, 5.902, 10.508)
H (11.888, 6.342, 11.375)
H (10.696, 8.499, 10.697)
H (19.375, 14.611, 8.049)
H (18.436, 17.135, 10.764)
H (18.314, 18.560, 12.890)
H (16.110, 19.064, 13.962)
H (14.081, 17.942, 13.214)
H (10.541, 16.610, 12.809)
H (8.213, 15.961, 13.547)
H (7.462, 13.621, 13.455)
H (8.911, 11.850, 12.453)
C (9.095, 12.722, 6.718)
C (8.386, 13.940, 6.717)
C (9.043, 15.157, 6.949)
C (10.403, 15.149, 7.289)
N (11.090, 13.975, 7.315)
C (10.498, 12.833, 6.983)
C (11.277, 16.354, 7.440)
C (10.690, 17.644, 7.434)
C (11.484, 18.749, 7.428)
C (12.815, 18.666, 7.813)
C (13.391, 17.400, 7.894)
C (12.596, 16.276, 7.784)
H (8.499, 11.786, 6.637)
H (7.323, 13.910, 6.474)
H (8.550, 16.116, 6.704)
H (11.188, 11.964, 6.953)
H (9.589, 17.736, 7.345)
H (11.058, 19.701, 7.090)
H (13.384, 19.568, 8.017)
H (14.480, 17.321, 7.964)
F (13.974, 12.973, 6.265)

***

Record 3
Here is a molecular structure, C43H27Cl2N3OPdS2 at a distorted geometry from the OMol25 dataset. Energies are from wB97M-V/def2-TZVPD.

Output
**Relative energy (zero: lowest compared OMol25 entry of this formula, charge and spin)**: 80.0 kJ/mol
**HOMO energy**: -6.663 eV
**2S+1**: 1
**Energy**: -3738.98551 a.u.
**Orbital gap**: 5.734 eV
**LUMO**: -0.929 eV
**Charge**: 0

Positions of all 79 atoms, in Å:
Pd (-0.036, -0.955, 0.238)
Cl (-2.429, -5.552, 0.943)
C (-2.065, -4.290, 2.074)
C (-2.496, -4.422, 3.394)
C (-2.234, -3.457, 4.327)
Cl (-2.773, -3.678, 5.973)
C (-1.528, -2.293, 3.965)
C (-1.209, -1.244, 4.855)
C (-0.514, -0.159, 4.410)
C (-0.151, -0.082, 3.059)
N (-0.439, -1.039, 2.206)
C (-1.106, -2.161, 2.619)
C (-1.342, -3.180, 1.610)
O (-0.924, -3.043, 0.416)
H (-3.038, -5.312, 3.683)
H (-1.524, -1.314, 5.887)
H (-0.266, 0.659, 5.074)
H (0.350, 0.788, 2.654)
S (-3.055, -0.422, -4.495)
C (-3.623, -0.374, -6.101)
C (-2.604, -0.451, -7.000)
C (-1.337, -0.544, -6.369)
C (-1.413, -0.537, -5.006)
C (-0.309, -0.597, -4.036)
C (-0.565, -0.764, -2.664)
N (0.369, -0.785, -1.738)
C (1.670, -0.657, -2.104)
C (2.022, -0.524, -3.450)
C (3.410, -0.431, -3.815)
C (4.379, -0.462, -2.882)
C (4.051, -0.575, -1.487)
C (5.031, -0.599, -0.485)
C (4.676, -0.696, 0.836)
C (3.293, -0.759, 1.114)
N (2.360, -0.740, 0.198)
C (2.712, -0.661, -1.096)
C (5.656, -0.730, 1.934)
C (5.420, -0.844, 3.273)
C (6.606, -0.851, 4.056)
C (7.727, -0.741, 3.294)
S (7.351, -0.621, 1.633)
C (1.003, -0.485, -4.411)
H (-4.680, -0.296, -6.293)
H (-2.750, -0.444, -8.070)
H (-0.407, -0.622, -6.916)
H (-1.578, -0.889, -2.305)
H (3.656, -0.340, -4.866)
H (5.422, -0.403, -3.168)
H (6.077, -0.540, -0.770)
H (2.943, -0.821, 2.139)
H (4.431, -0.929, 3.702)
H (6.621, -0.938, 5.133)
H (8.756, -0.721, 3.615)
H (1.267, -0.354, -5.454)
C (-1.973, 5.877, -0.955)
C (-2.822, 4.781, -1.048)
C (-2.346, 3.500, -0.816)
C (-1.008, 3.283, -0.477)
C (-0.162, 4.392, -0.417)
C (-0.636, 5.676, -0.645)
C (-0.435, 1.933, -0.232)
C (-1.051, 0.818, 0.182)
C (-2.425, 0.699, 0.718)
C (-2.866, 1.571, 1.716)
C (-4.112, 1.415, 2.305)
C (-4.948, 0.380, 1.907)
C (-4.518, -0.501, 0.923)
C (-3.267, -0.349, 0.346)
H (-2.348, 6.877, -1.135)
H (-3.863, 4.925, -1.311)
H (-3.014, 2.654, -0.912)
H (0.887, 4.239, -0.181)
H (0.040, 6.520, -0.586)
H (0.630, 1.873, -0.447)
H (-2.213, 2.376, 2.032)
H (-4.432, 2.102, 3.080)
H (-5.917, 0.250, 2.373)
H (-5.149, -1.329, 0.623)
H (-2.916, -1.080, -0.374)

***

| no. | molecular weight (u) |
| --- | --- |
| 1 | 956.478 |
| 2 | 858.766 |
| 3 | 843.169 |